{
  "formula": "C28H27AuN3SSi",
  "method": "the ωB97M-V functional and the def2-TZVPD basis",
  "elements": ["C", "C", "C", "H", "C", "C", "H", "H", "H", "H", "Au", "C", "H", "H", "H", "Si", "C", "C", "H", "C", "H", "C", "H", "C", "H", "C", "H", "C", "C", "H", "C", "H", "C", "H", "C", "H", "C", "H", "H", "H", "N", "C", "C", "C", "C", "C", "C", "N", "C", "C", "C", "S", "C", "N", "H", "H", "H", "H", "H", "H", "H"],
  "positions_angstrom": [[-0.43885, 2.63412, 1.17117], [-1.35221, 1.81909, 0.38860], [-2.34607, 1.26959, 1.33557], [-1.46818, 1.83016, -0.69137], [-2.06239, 1.84332, 2.60644], [-0.90782, 2.65888, 2.49942], [-0.51046, 3.26223, 3.31492], [0.41221, 3.18537, 0.78112], [-3.25053, 0.72453, 1.07647], [-2.66529, 1.74097, 3.50427], [-0.55285, -0.17583, 0.84209], [0.58723, -0.72052, -0.60975], [-0.10729, -1.01873, -1.40997], [1.17737, 0.15848, -0.91289], [1.27670, -1.53346, -0.41556], [1.55467, 1.33891, -3.44109], [2.48635, -0.18248, -3.98561], [3.66525, 0.08801, -4.71248], [4.01873, 1.11833, -4.77823], [4.31914, -0.90286, -5.44426], [5.18873, -0.64128, -6.03914], [3.88539, -2.22723, -5.42320], [4.44372, -2.99278, -5.96816], [2.74396, -2.51090, -4.67474], [2.40347, -3.54246, -4.65423], [2.03870, -1.51203, -3.97735], [1.12985, -1.78542, -3.44337], [-0.20462, 1.48871, -4.06187], [-0.25497, 2.05627, -5.35122], [0.64714, 2.14434, -5.94959], [-1.44442, 2.47669, -5.91307], [-1.40585, 2.98684, -6.87671], [-2.61622, 2.23565, -5.20014], [-3.54208, 2.58650, -5.63155], [-2.60885, 1.54639, -3.98206], [-3.54988, 1.31499, -3.48773], [-1.39951, 1.16575, -3.39301], [-1.40487, 0.58299, -2.46845], [1.95600, 1.95482, -2.10259], [2.16376, 2.17636, -4.38316], [-0.43283, -2.20333, 5.29785], [-0.66007, -1.10891, 6.11570], [-0.85373, -1.01518, 7.49099], [-1.14829, 0.25509, 8.01556], [-1.29392, 1.35990, 7.15903], [-1.09189, 1.24530, 5.77068], [-0.80357, -0.01488, 5.22448], [-0.65889, -0.45296, 3.92485], [-0.40978, -1.77576, 3.99543], [-0.13907, -2.68284, 2.90911], [0.09956, -4.04367, 3.02238], [0.31728, -4.76805, 1.48214], [0.03506, -3.23757, 0.74110], [-0.16476, -2.22401, 1.58945], [-0.31991, -3.15408, 5.61746], [-0.75753, -1.89244, 8.13542], [-1.30452, 0.38616, 9.09461], [-1.52625, 2.33641, 7.59001], [-1.18502, 2.06186, 5.06414], [0.19409, -4.58974, 3.95870], [0.09890, -3.12359, -0.33658]],
  "forces_ev_per_angstrom": [[-0.686, 0.284, 0.648], [-0.205, -0.814, 0.984], [0.358, 0.696, 0.100], [0.055, 0.198, 0.252], [0.094, 0.193, -0.698], [-0.048, 0.059, -0.585], [0.136, -0.185, -0.304], [-0.228, -0.169, 0.048], [0.186, 0.284, -0.028], [0.043, -0.183, -0.250], [-2.362, 1.513, 2.009], [2.220, -0.048, -2.911], [0.330, 0.063, -0.160], [-0.160, -0.464, -0.221], [0.316, -0.010, -0.018], [0.147, -0.135, 0.655], [0.300, -0.880, -0.158], [-0.312, -0.186, -0.264], [-0.003, -0.314, 0.006], [0.262, 0.050, 0.159], [-0.041, 0.037, 0.105], [-0.233, 0.608, 0.386], [-0.374, 0.199, 0.189], [-0.105, -0.145, 0.113], [-0.153, 0.136, 0.092], [0.548, -0.205, -0.335], [0.130, 0.055, -0.111], [-0.108, -0.489, 0.315], [0.037, -0.154, 0.277], [0.051, 0.240, 0.324], [-0.026, -0.267, 0.359], [-0.353, -0.220, 0.256], [-0.080, 0.091, -0.082], [-0.226, -0.089, 0.125], [0.131, 0.049, -0.127], [0.130, 0.073, -0.110], [-0.022, 0.321, -0.816], [0.091, 0.373, -0.183], [-0.577, -0.589, -0.390], [0.805, 1.453, -0.836], [0.202, -0.269, 0.072], [-0.417, -0.918, 0.962], [0.394, -0.440, -0.430], [-0.108, -0.516, -0.067], [0.407, 0.713, -1.772], [-0.569, 1.159, 1.191], [0.381, -1.436, -1.646], [0.165, 0.826, 1.097], [-0.065, -0.055, 1.362], [-0.144, -0.237, -1.147], [0.199, 0.285, 0.072], [-0.306, 0.801, 0.764], [-0.036, 1.163, 1.448], [-0.035, -2.615, 0.063], [0.011, 0.150, -0.033], [-0.067, 0.350, -0.195], [0.120, -0.135, -0.555], [0.055, -0.350, -0.243], [-0.019, 0.153, 0.399], [-0.031, -0.092, -0.444], [-0.202, 0.035, 0.285]],
  "total_charge": 1,
  "s_squared": 2.051,
  "spin_multiplicity": 3,
  "relative_energy_ev": 2.744,
  "homo_lumo_gap_ha": [0.1572, 0.0806]
}

=====

{
  "formula": "C28H27BBr2CaN2O3",
  "method": "the ωB97M-V functional and the def2-TZVPD basis",
  "elements": ["Ca", "Br", "C", "C", "C", "N", "C", "C", "C", "C", "C", "Br", "C", "C", "N", "H", "H", "H", "H", "H", "H", "O", "B", "O", "C", "C", "C", "C", "C", "C", "H", "H", "H", "H", "C", "C", "C", "C", "C", "C", "C", "C", "C", "C", "C", "C", "O", "H", "H", "H", "H", "H", "H", "H", "H", "H", "H", "H", "H", "H", "H", "H", "H", "H"],
  "positions_angstrom": [[-0.51122, -0.07746, 0.26075], [-6.05825, 2.15212, -3.93762], [-4.67689, 1.57157, -2.76181], [-3.35642, 1.55478, -3.19105], [-2.40321, 1.12268, -2.27851], [-2.69465, 0.73553, -1.05341], [-3.96717, 0.74810, -0.63898], [-5.00305, 1.16853, -1.48096], [-4.19020, 0.29254, 0.73625], [-5.45491, 0.24133, 1.33500], [-5.53939, -0.20774, 2.63873], [-7.23714, -0.28909, 3.49682], [-4.39735, -0.60197, 3.32423], [-3.19470, -0.51906, 2.63796], [-3.09205, -0.08597, 1.39884], [-3.08515, 1.86380, -4.18811], [-1.35490, 1.08531, -2.54270], [-6.03113, 1.18299, -1.15752], [-6.34815, 0.53789, 0.81030], [-4.44307, -0.95744, 4.34125], [-2.26904, -0.82336, 3.10786], [0.14413, -1.83958, 3.07439], [0.48457, -0.85187, 2.12802], [1.76210, -0.38200, 2.45505], [2.19713, -1.07029, 3.53636], [3.40173, -0.99251, 4.20686], [3.57927, -1.86045, 5.27377], [2.59005, -2.75607, 5.65549], [1.37367, -2.82959, 4.99118], [1.19719, -1.97403, 3.92146], [4.17224, -0.29981, 3.90777], [4.51321, -1.84485, 5.81371], [2.77409, -3.42042, 6.48586], [0.61305, -3.53296, 5.29364], [2.39954, 2.40222, 0.50966], [2.21787, 2.80506, -0.95509], [0.82659, 3.40539, -1.16548], [2.50645, 1.66127, -1.90873], [3.59359, 1.78560, -2.75464], [3.94030, 0.78323, -3.64312], [3.20382, -0.38713, -3.65478], [2.10796, -0.56494, -2.82817], [1.41583, -1.91601, -2.87049], [-0.10635, -1.84660, -3.00345], [1.79939, -2.76133, -1.65140], [1.70217, 0.48186, -1.94604], [0.63290, 0.37427, -1.22108], [2.33972, 3.28706, 1.14256], [3.37051, 1.93653, 0.65724], [1.62556, 1.69372, 0.81218], [2.95386, 3.59223, -1.17163], [0.05820, 2.68900, -0.86782], [0.68607, 3.66344, -2.21268], [0.72108, 4.30964, -0.56724], [4.19034, 2.68908, -2.72267], [4.77606, 0.91043, -4.31175], [3.49422, -1.18317, -4.32976], [1.79681, -2.43690, -3.76072], [-0.55825, -1.51907, -2.06364], [-0.49344, -2.83330, -3.25686], [-0.38161, -1.15145, -3.79331], [1.42631, -2.30028, -0.73125], [2.88129, -2.84812, -1.58357], [1.37884, -3.76238, -1.74712]],
  "forces_ev_per_angstrom": [[-4.051, 0.688, -0.607], [0.324, -0.133, 0.260], [0.065, 0.123, -0.384], [-0.373, -0.003, 0.160], [-0.034, 0.242, -0.655], [0.047, -0.207, 0.501], [-0.133, 0.394, -1.041], [0.325, -0.147, 0.319], [-0.368, -0.331, 1.035], [0.400, 0.038, -0.259], [-0.029, -0.138, 0.412], [0.361, 0.021, -0.196], [-0.360, 0.138, -0.258], [-0.104, -0.201, 0.596], [0.304, 0.127, -0.593], [0.046, 0.008, -0.026], [0.130, 0.014, -0.087], [-0.034, -0.004, 0.031], [-0.037, 0.028, -0.040], [0.018, -0.022, 0.036], [0.086, -0.043, 0.100], [-0.335, -0.362, 0.278], [0.829, -0.942, 2.140], [0.540, 0.386, -0.126], [-0.153, -0.741, 0.714], [-0.255, 0.095, -0.280], [0.058, -0.103, 0.149], [0.140, -0.043, 0.143], [-0.168, 0.133, -0.277], [0.878, 0.264, 0.260], [0.055, 0.086, -0.071], [0.094, 0.008, 0.080], [0.018, -0.053, 0.101], [-0.102, -0.042, -0.029], [-0.013, 0.106, -0.281], [-0.193, -0.119, 0.048], [0.207, 0.033, 0.053], [-0.383, -0.186, 0.186], [0.102, -0.172, -0.184], [0.069, -0.010, -0.019], [0.164, 0.220, -0.043], [-0.364, 0.138, 0.281], [-0.071, 0.089, 0.207], [0.226, -0.123, -0.033], [-0.060, 0.097, -0.224], [1.830, 0.302, -1.541], [0.835, 0.386, -1.157], [-0.067, 0.005, 0.152], [0.037, -0.114, 0.112], [0.162, 0.027, 0.117], [-0.114, -0.140, -0.012], [-0.027, 0.124, -0.087], [-0.143, 0.037, -0.104], [-0.109, 0.082, 0.049], [-0.023, 0.082, 0.041], [0.152, 0.001, -0.076], [-0.046, -0.084, -0.020], [-0.068, 0.125, 0.129], [-0.087, -0.073, -0.228], [-0.126, -0.039, 0.020], [-0.172, 0.100, -0.032], [0.083, -0.071, 0.010], [0.074, -0.010, 0.121], [-0.057, -0.087, 0.128]],
  "total_charge": 0,
  "relative_energy_ev": 1.154,
  "homo_lumo_gap_ha": 0.2250
}

=====

{
  "formula": "C28H27ClF6N2O20",
  "method": "the ωB97M-V functional and the def2-TZVPD basis",
  "elements": ["N", "C", "C", "C", "C", "Cl", "C", "C", "C", "C", "C", "O", "N", "C", "O", "H", "H", "H", "H", "H", "H", "H", "H", "H", "O", "C", "O", "C", "C", "F", "O", "H", "H", "H", "O", "C", "O", "C", "C", "F", "O", "H", "H", "H", "O", "C", "O", "C", "C", "F", "O", "H", "H", "H", "O", "C", "O", "C", "C", "F", "O", "H", "H", "H", "O", "C", "O", "C", "C", "F", "O", "H", "H", "H", "O", "C", "O", "C", "C", "F", "O", "H", "H", "H"],
  "positions_angstrom": [[-5.19873, -1.05135, 3.75487], [-5.35315, -2.45591, 4.10647], [-4.59251, -3.42178, 3.13919], [-3.51469, -2.69731, 2.40386], [-2.17612, -2.66512, 2.81121], [-1.66340, -3.54550, 4.21772], [-1.20918, -1.93692, 2.12106], [-1.53383, -1.19300, 1.00589], [-2.84332, -1.24136, 0.58404], [-3.80078, -1.98111, 1.24482], [-5.08671, -1.82963, 0.48111], [-6.19910, -2.01260, 0.84098], [-4.70577, -1.35204, -0.86856], [-3.49881, -0.58054, -0.57099], [-3.16259, 0.42258, -1.11918], [-4.38078, -0.62816, 4.16085], [-6.02078, -0.49958, 3.93051], [-6.41224, -2.68842, 4.10413], [-4.93902, -2.63223, 5.10082], [-5.27613, -3.92067, 2.45875], [-4.14829, -4.19408, 3.75955], [-0.19561, -1.94333, 2.48610], [-0.80044, -0.61375, 0.46518], [-4.30282, -2.19934, -1.27910], [-6.49649, 0.92431, 5.49030], [-6.27986, 2.03859, 5.14807], [-6.51171, 3.14120, 5.89616], [-5.98129, 4.27333, 5.19664], [-5.96106, 3.77800, 3.76745], [-4.93074, 4.29431, 3.06179], [-5.76286, 2.38450, 3.93690], [-4.97353, 4.48460, 5.55596], [-6.61025, 5.14665, 5.34366], [-6.88799, 3.94319, 3.21590], [2.92278, 0.46265, -2.07823], [1.81681, 0.80359, -2.33922], [0.69501, 0.25670, -1.82627], [-0.43181, 1.03717, -2.26134], [0.11764, 1.69324, -3.50628], [-0.38926, 2.93829, -3.70113], [1.50114, 1.80677, -3.20899], [-0.68189, 1.77005, -1.49371], [-1.29433, 0.40950, -2.44275], [-0.00950, 1.11240, -4.42048], [-0.69481, -3.52257, -0.78747], [0.42526, -3.73316, -0.46327], [1.25068, -4.60902, -1.07470], [2.55380, -4.46902, -0.49881], [2.23358, -3.88149, 0.85452], [3.20375, -3.03943, 1.28763], [1.06112, -3.12858, 0.59228], [3.14485, -3.78896, -1.11341], [3.06054, -5.42825, -0.44042], [2.02806, -4.61609, 1.63496], [5.49216, -5.87361, -2.95493], [5.68666, -4.76708, -3.33339], [5.55607, -3.65989, -2.56469], [6.00081, -2.52597, -3.33187], [5.84426, -3.03447, -4.74697], [6.77379, -2.52840, -5.58593], [6.05837, -4.42988, -4.59675], [7.03882, -2.31056, -3.09317], [5.39262, -1.65106, -3.12024], [4.85447, -2.87414, -5.17877], [-1.80086, 6.76580, -0.01371], [-0.85403, 6.44764, -0.64529], [-0.53592, 6.93406, -1.87107], [0.74884, 6.42219, -2.23599], [0.84212, 5.17766, -1.38430], [2.11744, 4.91398, -1.00042], [0.07671, 5.52924, -0.24732], [1.52042, 7.14504, -1.96697], [0.79676, 6.21927, -3.30236], [0.41640, 4.28663, -1.84477], [7.86624, -0.11968, -3.42803], [7.34211, 0.54122, -2.59436], [6.01065, 0.77933, -2.54209], [5.72527, 1.48003, -1.32660], [7.06851, 2.10051, -1.00929], [7.28672, 2.19658, 0.32272], [7.97810, 1.16352, -1.56630], [5.42433, 0.76855, -0.55688], [4.93196, 2.20586, -1.47791], [7.23736, 3.07628, -1.46741]],
  "forces_ev_per_angstrom": [[-0.080, -0.370, -0.747], [0.524, 0.424, -0.085], [-0.078, 0.055, 0.550], [-0.037, -0.305, -0.160], [-0.330, 0.197, -0.380], [0.006, 0.002, 0.046], [0.129, 0.144, 0.293], [-0.099, 0.204, 0.060], [-0.047, 0.169, -0.059], [-0.035, 0.012, 0.282], [0.839, -0.226, 0.101], [-0.519, -0.262, -0.095], [0.029, 0.428, 0.417], [0.056, -0.625, 0.399], [0.092, 0.271, -0.573], [-0.100, 0.118, 0.197], [0.148, -0.001, 0.260], [-0.069, -0.160, 0.071], [-0.237, -0.165, 0.183], [-0.073, 0.208, -0.225], [0.059, -0.187, -0.059], [0.085, -0.056, 0.034], [0.146, -0.016, 0.045], [-0.407, 0.010, -0.493], [-0.080, 0.219, 0.115], [0.078, -0.067, 0.095], [0.038, 0.046, -0.117], [-0.089, 0.155, 0.132], [0.234, -0.045, 0.004], [0.013, -0.059, 0.020], [-0.300, 0.058, -0.011], [0.055, -0.025, -0.116], [-0.128, -0.121, 0.084], [0.055, 0.045, -0.086], [0.034, 0.052, 0.017], [-0.116, 0.036, 0.154], [0.038, 0.083, -0.108], [-0.047, -0.096, -0.021], [0.061, 0.158, 0.169], [0.064, -0.001, 0.011], [0.004, -0.273, -0.134], [-0.022, 0.076, -0.065], [0.075, -0.158, 0.049], [-0.042, 0.117, -0.069], [0.008, 0.091, -0.025], [-0.004, 0.084, -0.057], [-0.022, 0.081, 0.169], [0.243, -0.264, -0.137], [0.175, 0.384, -0.100], [-0.048, 0.000, 0.024], [-0.146, -0.528, -0.212], [0.061, 0.103, 0.168], [-0.169, -0.085, -0.103], [0.055, 0.052, 0.067], [0.019, 0.001, 0.012], [0.089, -0.113, 0.106], [-0.072, 0.092, -0.172], [-0.129, 0.084, 0.173], [0.277, 0.003, -0.016], [-0.001, -0.093, 0.005], [-0.305, 0.057, 0.051], [0.079, -0.056, -0.159], [-0.118, -0.112, 0.108], [0.036, 0.055, -0.083], [0.059, 0.013, 0.021], [-0.042, 0.140, 0.076], [0.106, -0.109, 0.023], [-0.007, 0.080, -0.231], [0.090, 0.145, 0.212], [-0.026, -0.012, 0.035], [-0.151, -0.151, -0.229], [0.057, -0.081, 0.087], [-0.199, 0.027, -0.003], [0.128, -0.064, -0.001], [0.118, 0.021, 0.101], [-0.118, -0.041, -0.012], [0.087, 0.044, 0.053], [-0.185, 0.107, 0.017], [-0.003, -0.197, 0.142], [0.046, -0.044, -0.030], [-0.049, 0.206, -0.242], [0.070, 0.037, 0.055], [0.019, -0.074, -0.177], [0.041, 0.049, 0.101]],
  "total_charge": 0,
  "smiles": "NCCc1c(Cl)ccc2c1C(=O)NC2=O.O=C1OC[C@@H](F)O1.O=C1OC[C@@H](F)O1.O=C1OC[C@@H](F)O1.O=C1OC[C@@H](F)O1.O=C1OC[C@@H](F)O1.O=C1OC[C@@H](F)O1",
  "homo_lumo_gap_ha": 0.3186
}

=====

Computed largest force on an atom (eV Å⁻¹) in order:
3.66; 4.15; 0.87
Computed electronic energy (eV) in order:
-56337.51806; -197799.88284; -102232.18624